Here is a structure of composition C13H31BNO7PSi2Tb from the Open Molecules 2025 dataset. Energies are from wB97M-V/def2-TZVPD.

The total energy is -77938.7240 eV. The HOMO-LUMO gap (alpha / beta) comes out at 5.93 / 7.87 eV. The molar mass comes out at 570.27 g/mol.

Structure (ORCA input):
```
! RIJCOSX wB97M-V def2-TZVPD def2/J DEFGRID3
* xyz 3 7
C 4.81 -1.71 2.13
C 5.48 -1.15 0.91
C 4.53 -0.51 -0.13
C 4.33 -1.59 -1.23
C 2.74 -1.71 -1.32
C 2.15 -0.60 -2.17
C 0.66 -0.27 -1.92
C 0.41 1.22 -1.75
C 1.00 1.82 -0.49
C 0.33 1.35 0.81
Si -1.51 1.65 0.87
C -2.04 3.26 0.11
B -2.24 4.31 1.31
O -1.23 4.66 2.13
O -3.45 4.87 1.60
O -2.42 0.33 0.17
Si -3.21 -0.67 1.16
C -3.82 -2.20 0.33
P -4.25 -1.97 -1.39
O -3.33 -1.04 -2.05
O -5.75 -1.37 -1.39
O -4.49 -3.36 -2.06
O -2.41 -1.05 2.56
C -3.23 -1.61 3.43
N -3.94 -2.12 4.16
H 4.33 -2.66 1.92
H 5.56 -1.88 2.90
H 4.08 -1.00 2.53
H 6.15 -0.30 1.15
H 6.10 -1.92 0.46
H 3.63 -0.19 0.39
H 4.91 0.38 -0.64
H 4.74 -1.25 -2.17
H 4.76 -2.56 -1.01
H 2.64 -2.71 -1.75
H 2.28 -1.75 -0.33
H 2.76 0.30 -2.12
H 2.24 -0.95 -3.20
H 0.14 -0.59 -2.82
H 0.22 -0.86 -1.11
H 0.86 1.70 -2.62
H -0.66 1.44 -1.83
H 2.06 1.56 -0.47
H 0.99 2.91 -0.51
H 0.73 1.91 1.65
H 0.54 0.30 1.03
H -1.97 1.66 2.28
H -1.30 3.64 -0.60
H -2.98 3.20 -0.45
H -0.35 4.39 1.85
H -4.12 4.73 0.92
H -4.46 0.09 1.56
H -3.02 -2.95 0.42
H -4.66 -2.60 0.91
H -6.23 -1.79 -2.13
H -3.78 -4.01 -1.95
Tb -5.31 1.25 -0.04
*
```

Here are the Löwdin charges for atoms 1 to 6, given in e: atom 1 (C): -0.059, atom 2 (C): -0.180, atom 3 (C): -0.113, atom 4 (C): -0.053, atom 5 (C): -0.104, atom 6 (C): -0.173



Here is a structure of composition C13H31BaNO2P from the Open Molecules 2025 dataset. Energies are from wB97M-V/def2-TZVPD.

The total energy is -29532.3633 eV. The HOMO-LUMO gap comes out at 3.28 eV. The molar mass comes out at 401.70 g/mol.

Structure (ORCA input):
```
! RIJCOSX wB97M-V def2-TZVPD def2/J DEFGRID3
* xyz 1 1
C -2.01 3.43 -1.32
C -1.54 2.36 -2.52
P -1.72 0.54 -1.90
C -2.10 -1.27 -1.38
C -2.15 -1.51 0.24
O -2.25 -0.58 1.19
N -2.14 -2.99 0.69
C -2.67 -3.14 2.10
C -0.76 -3.59 0.52
O -0.34 0.69 -0.86
C 0.93 0.49 -1.56
C 2.19 1.22 -0.75
C 1.55 2.48 0.07
C 3.14 0.20 0.09
C 2.83 0.03 1.68
C 3.42 1.28 2.62
C 1.27 -0.36 2.05
H -1.35 4.43 -1.36
H -1.86 2.99 -0.24
H -3.15 3.71 -1.43
H -2.29 2.57 -3.42
H -0.46 2.64 -2.87
H -0.97 0.00 -3.01
H -2.92 0.47 -2.75
H -2.60 1.03 -0.84
H -1.27 -1.95 -1.91
H -3.13 -1.62 -1.86
H -3.02 -4.27 2.24
H -3.62 -2.48 2.34
H -1.85 -2.95 2.93
H -0.88 -4.77 0.43
H -0.01 -3.34 1.39
H -0.24 -3.24 -0.48
H 1.09 -0.68 -1.66
H 0.94 0.98 -2.65
H 2.88 1.70 -1.60
H 0.85 3.06 -0.70
H 1.01 2.22 1.07
H 2.45 3.24 0.28
H 4.26 0.60 -0.01
H 3.15 -0.89 -0.39
H 3.47 -0.92 2.03
H 3.94 0.89 3.61
H 4.18 1.93 1.96
H 2.54 2.03 2.90
H 1.29 -1.32 2.77
H 0.72 -0.71 1.07
H 0.71 0.47 2.66
Ba -1.53 -5.11 -1.46
*
```

Here are the Löwdin charges for atoms 1 to 6, given in e: atom 1 (C): -0.204, atom 2 (C): -0.375, atom 3 (P): 0.410, atom 4 (C): -0.284, atom 5 (C): -0.283, atom 6 (O): 0.012



Here is a structure of composition C13H31Br2F5MnN2OP2Te from the Open Molecules 2025 dataset. Energies are from wB97M-V/def2-TZVPD.

The total energy is -229850.9532 eV. The energy above the lowest of the compared OMol25 structures with the same formula, charge and spin comes out at 0.0 kcal per mole. The HOMO-LUMO gap (alpha / beta) comes out at 7.10 / 9.28 eV. The molar mass comes out at 730.69 g/mol.

Structure (ORCA input):
```
! RIJCOSX wB97M-V def2-TZVPD def2/J DEFGRID3
* xyz 3 5
Mn 0.48 -0.39 -0.44
Br 2.87 -0.08 0.87
C 3.61 -1.45 2.12
Br 2.33 -2.24 3.27
H 4.33 -0.87 2.69
H 4.06 -2.20 1.48
C -1.30 -1.76 -3.43
P -0.91 -0.25 -2.56
C -2.50 0.53 -2.20
C -0.07 0.85 -3.73
C 0.42 2.10 -3.01
P 1.50 1.58 -1.65
C 1.93 3.05 -0.69
C 3.01 0.97 -2.44
H -1.90 -1.48 -4.30
H -1.89 -2.44 -2.81
H -0.40 -2.27 -3.77
H -3.01 0.69 -3.16
H -2.40 1.49 -1.70
H -3.12 -0.14 -1.61
H -0.78 1.10 -4.53
H 0.75 0.30 -4.19
H -0.41 2.70 -2.62
H 0.99 2.75 -3.68
H 2.42 3.77 -1.36
H 2.62 2.80 0.11
H 1.03 3.52 -0.28
H 3.31 1.69 -3.20
H 2.85 -0.01 -2.90
H 3.81 0.88 -1.71
C -2.92 1.02 2.53
C -2.00 0.99 1.29
N -0.76 0.21 1.57
C 0.05 0.98 2.55
C -0.83 1.49 3.71
N -2.08 0.65 3.72
C -1.70 -0.80 3.64
C -1.17 -1.07 2.22
H -3.72 0.29 2.47
H -3.35 2.00 2.70
H -1.71 2.00 0.99
H -2.53 0.52 0.47
H 0.53 1.83 2.06
H 0.83 0.33 2.93
H -1.13 2.53 3.60
H -0.34 1.37 4.68
H -2.60 0.83 4.57
H -2.58 -1.40 3.87
H -0.95 -0.98 4.41
H -1.93 -1.53 1.59
H -0.32 -1.74 2.26
F 1.58 -2.23 -2.14
Te 1.06 -3.56 -0.88
F 2.04 -4.75 -1.84
F 2.61 -3.17 0.06
F 0.59 -4.80 0.38
F -0.39 -4.01 -1.92
O 0.12 -2.20 -0.04
*
```

Here are the Löwdin charges for atoms 1 to 6, given in e: atom 1 (Mn): 0.552, atom 2 (Br): 0.780, atom 3 (C): -0.883, atom 4 (Br): 0.771, atom 5 (H): 0.028, atom 6 (H): 0.010



Number 1 is which compound? C13H31BNO7PSi2Tb